[1]
This record from OMol25 describes an isolated molecule of C19H12Cl2F3N5O at a distorted geometry. The level of theory is wB97M-V/def2-TZVPD.

Last column: Löwdin charge in e.
Atoms and positions in Å:
F -2.10760 -0.76996 2.53996  0.143
C -2.33760 0.41688 3.12582  -0.545
F -3.64832 0.52058 3.42457  0.143
F -1.57411 0.49796 4.26938  0.121
C -1.96618 1.59310 2.24165  -0.090
C -2.28617 2.88864 2.61022  -0.066
C -1.88497 4.00654 1.92090  -0.531
Cl -2.29232 5.63001 2.51895  0.651
C -1.03655 3.81625 0.79994  -0.228
N -0.42989 4.76860 -0.02911  0.144
C 0.16682 4.05854 -0.97058  -0.113
N -0.00274 2.69057 -0.79114  0.029
C 0.41681 1.73596 -1.66696  -0.250
N 1.12366 0.66904 -1.18377  0.236
C 1.66156 -0.17396 -2.06605  -0.347
O 2.56114 -1.15467 -1.65447  -0.007
C 2.98144 -1.17976 -0.29195  -0.170
C 1.89529 -1.69251 0.67491  -0.117
C 1.16836 -2.93430 0.22286  -0.303
C -0.08211 -2.80673 -0.32529  -0.048
C -0.79956 -3.90393 -0.75957  -0.063
C -0.26349 -5.15441 -0.47059  -0.063
C 1.02014 -5.24306 0.13615  -0.107
N 1.71339 -4.13298 0.45329  0.110
N 1.38693 -0.11831 -3.37307  0.162
C 0.57975 0.83058 -3.84202  -0.130
C 0.13156 1.83355 -3.02652  -0.533
Cl -0.85660 3.11821 -3.72607  0.703
C -0.71512 2.52760 0.37994  -0.143
C -1.20127 1.42907 1.04768  0.077
H -2.86128 3.03814 3.51711  0.124
H 0.77324 4.48405 -1.75021  0.127
H 3.87968 -1.82104 -0.21898  0.134
H 3.33194 -0.20278 0.04333  0.118
H 2.35294 -1.90714 1.65299  0.125
H 1.15130 -0.90298 0.88817  0.093
H -0.41649 -1.77826 -0.52092  0.106
H -1.79150 -3.80757 -1.24192  0.118
H -0.71369 -6.09150 -0.74553  0.091
H 1.46983 -6.17320 0.38390  0.090
H 0.39837 0.92801 -4.91067  0.119
H -0.89658 0.46719 0.71365  0.088

Atoms 1-3, force components in eV/Å:
F -0.16 0.38 0.49
C 0.61 1.32 -0.48
F 0.53 -0.60 0.52

Computed properties:
- Electronic energy: -62593.577 eV
- E_HOMO: -0.3374 Eh
- HOMO-LUMO gap: 8.6694 eV
- Max |F|: 2.953 eV Å⁻¹
- SMILES: FC(F)(F)c1cc(Cl)c2ncn(-c3nc(OCCc4ccccn4)ncc3Cl)c2c1
- Charge: 0


[2]
This record from OMol25 describes a structure of composition C19H12N2O5PdS2. The level of theory is wB97M-V/def2-TZVPD.

Last column: Löwdin charge in e.
Atoms and positions in Å:
Pd 0.15392 0.91874 0.85886  0.604
S 0.83073 1.10372 3.17324  0.555
C 2.25949 1.81764 2.56404  -1.173
S 2.26794 1.84983 0.83279  0.545
C 3.30551 2.32113 3.32630  -0.405
C 3.28687 2.26560 4.74795  -0.279
N 3.30738 2.22743 5.90151  0.110
C 4.45883 2.88903 2.71676  -0.289
N 5.40341 3.35025 2.23827  0.107
O -6.22742 0.63571 0.43671  0.059
C -5.02906 0.78169 0.59122  -0.297
C -4.29025 2.10890 0.55300  -0.301
O -4.79375 3.19256 0.31708  0.058
C -2.85894 1.80725 0.81540  -0.355
C -2.73564 0.38098 0.95848  -0.324
O -1.61911 -0.23777 1.14020  -0.159
C -4.00970 -0.29232 0.80964  -0.352
O -4.21876 -1.50717 0.82096  0.014
O -1.91041 2.60968 0.86224  -0.033
C 0.25660 0.15987 -3.25490  -0.044
C -0.16926 -0.34906 -1.86322  -0.540
C -1.62819 -0.87236 -1.97130  -0.022
C -0.27852 0.80999 -0.94495  -0.036
C 0.78499 -1.41017 -1.32427  -0.192
C 0.32014 -2.44793 -0.52098  -0.025
C 1.20027 -3.37870 0.01301  -0.077
C 2.55978 -3.28763 -0.24170  -0.105
C 3.03491 -2.24730 -1.02608  -0.090
C 2.15424 -1.31879 -1.55906  -0.051
H -0.52114 0.80279 -3.66811  0.083
H 0.40257 -0.69324 -3.91980  0.093
H 1.18336 0.73293 -3.22467  0.076
H -2.25472 -0.12887 -2.46394  0.093
H -2.06354 -1.08986 -0.99798  0.061
H -1.61815 -1.78362 -2.57371  0.100
H -0.93119 1.59227 -1.35795  0.090
H -0.72851 -2.50762 -0.26421  0.112
H 0.81647 -4.16501 0.65105  0.100
H 3.24693 -4.00565 0.18883  0.092
H 4.09752 -2.14038 -1.20580  0.096
H 2.55444 -0.49455 -2.13488  0.103

Atoms 1-3, force components in eV/Å:
Pd 0.10 -0.13 0.23
S 0.02 0.02 0.05
C -0.04 -0.05 -0.07

Computed properties:
- Electronic energy: -58265.679 eV
- E_HOMO: -0.0585 Eh
- HOMO-LUMO gap: 5.4052 eV
- Max |F|: 0.285 eV Å⁻¹
- Charge: -2
- Energy above the lowest of the compared OMol25 structures with the same formula, charge and spin: 10.9 kJ/mol


[3]
This record from OMol25 describes a structure of composition C19H13AuBrF6N2O2P at a distorted geometry. The level of theory is wB97M-V/def2-TZVPD.

Last column: Löwdin charge in e.
Atoms and positions in Å:
Au -0.86742 0.28359 1.34507  1.234
Br -1.18739 3.94616 0.48273  1.064
C -2.36446 2.90187 -0.42981  -0.683
C -3.30360 3.50408 -1.34070  0.000
C -4.20466 2.68767 -1.98202  0.010
C -4.16817 1.31896 -1.73390  0.139
C -3.17380 0.80766 -0.81930  -0.104
N -2.32845 1.58577 -0.20498  0.046
C -3.01633 -0.69188 -0.59349  -0.577
O -3.73255 -1.35724 -1.32878  0.117
O -2.14945 -1.06556 0.26147  -0.078
H -3.29293 4.57329 -1.50240  0.126
H -4.93118 3.10683 -2.66432  0.137
H -4.85535 0.62202 -2.19550  0.144
F -2.38137 0.23266 2.87043  -0.296
P -1.87359 1.21714 4.22727  0.180
F -3.29897 1.04106 4.84039  -0.072
F -1.30931 2.14233 5.35407  -0.074
F -0.39424 1.32500 3.38621  -0.277
F -1.32327 -0.10912 4.87591  -0.097
F -2.34374 2.46864 3.33087  -0.174
N 0.77938 0.48686 0.38673  0.089
C 1.54412 -0.36367 -0.14576  -0.262
C 0.98468 -1.59594 -0.78304  -0.199
C -0.08138 -1.49500 -1.67317  -0.052
C -0.64117 -2.64605 -2.20324  -0.056
C -0.13993 -3.88587 -1.83669  -0.042
C 0.93854 -3.98096 -0.96368  -0.044
C 1.50669 -2.83700 -0.42986  -0.014
C 3.00473 -0.11917 -0.12055  -0.181
C 3.57740 0.53741 0.96800  -0.016
C 4.94571 0.74540 0.99288  -0.052
C 5.73021 0.31546 -0.06820  -0.051
C 5.15253 -0.31632 -1.16177  -0.050
C 3.78681 -0.54506 -1.18987  -0.014
H -0.44201 -0.51535 -1.96744  0.115
H -1.48265 -2.57565 -2.88006  0.115
H -0.59304 -4.78567 -2.23109  0.117
H 1.33957 -4.94930 -0.69531  0.116
H 2.33915 -2.90690 0.25976  0.130
H 2.95154 0.86260 1.78995  0.115
H 5.40049 1.24198 1.84009  0.115
H 6.80147 0.46900 -0.04039  0.116
H 5.76861 -0.64159 -1.99005  0.115
H 3.32877 -1.04016 -2.03648  0.126

Atoms 1-3, force components in eV/Å:
Au -0.40 -1.24 -0.59
Br -0.02 0.02 0.01
C -0.45 0.00 -0.25

Computed properties:
- Electronic energy: -126311.478 eV
- E_HOMO (alpha / beta): -0.4570 / -0.4570 Eh
- HOMO-LUMO gap (alpha / beta): 6.4923 / 3.8098 eV
- <S²>: 0.77
- 2S+1: 2
- Max |F|: 1.428 eV Å⁻¹
- Charge: +1
- Energy above the lowest of the compared OMol25 structures with the same formula, charge and spin: 122.7 kJ/mol


[4]
This record from OMol25 describes a structure of composition C19H13AuBrF6N2O2P at a distorted geometry. The level of theory is wB97M-V/def2-TZVPD.

Last column: Löwdin charge in e.
Atoms and positions in Å:
Au -0.03411 -0.02467 0.11989  1.211
Br 2.30261 -0.30617 -2.17869  0.893
C 2.90785 -0.01695 -0.43508  -0.704
C 4.24119 0.25174 -0.17023  -0.042
C 4.64756 0.34019 1.14755  0.022
C 3.72152 0.16691 2.17133  0.038
C 2.41845 -0.05656 1.79921  -0.153
N 2.00554 -0.14860 0.54145  -0.075
C 1.28113 -0.34426 2.87919  -0.456
O 1.76434 -0.49955 4.00183  0.355
O 0.14953 -0.39841 2.40217  0.033
H 4.93088 0.37518 -0.99150  0.125
H 5.68718 0.51801 1.38715  0.136
H 3.99212 0.19412 3.21552  0.137
F 0.72576 2.10142 -0.99449  -0.299
P 0.70322 3.35884 0.17061  0.180
F 2.00374 2.63454 0.82503  -0.155
F 0.65423 4.43811 1.30801  -0.088
F -0.63069 3.90552 -0.51690  -0.127
F 1.62015 4.21599 -0.79075  -0.103
F -0.24244 2.32849 1.07360  -0.236
N -1.85082 -0.00125 -0.51710  0.099
C -2.75499 0.62339 -1.14132  -0.235
C -2.47645 1.42673 -2.36244  -0.186
C -1.49263 1.01952 -3.26076  -0.039
C -1.14412 1.85003 -4.31099  -0.052
C -1.79591 3.06308 -4.48172  -0.041
C -2.80634 3.44377 -3.61055  -0.039
C -3.15059 2.63243 -2.54251  -0.013
C -4.16889 0.51167 -0.71319  -0.180
C -4.46482 0.47698 0.65124  -0.011
C -5.78439 0.37934 1.05509  -0.052
C -6.79718 0.29269 0.10898  -0.048
C -6.49665 0.29939 -1.24704  -0.047
C -5.18215 0.41223 -1.66558  -0.017
H -1.01258 0.05636 -3.14506  0.100
H -0.35255 1.55053 -4.98454  0.113
H -1.52121 3.71475 -5.30000  0.116
H -3.32351 4.38358 -3.74468  0.118
H -3.89875 2.96060 -1.83484  0.132
H -3.66353 0.54309 1.37558  0.117
H -6.01612 0.36276 2.11131  0.114
H -7.82678 0.21413 0.43088  0.115
H -7.28365 0.22326 -1.98444  0.115
H -4.93555 0.40606 -2.71852  0.127

Atoms 1-3, force components in eV/Å:
Au 1.14 0.07 0.07
Br 0.02 0.07 0.03
C -0.13 -0.06 0.03

Computed properties:
- Electronic energy: -126312.035 eV
- E_HOMO (alpha / beta): -0.4548 / -0.4531 Eh
- HOMO-LUMO gap (alpha / beta): 8.0396 / 4.2491 eV
- <S²>: 3.77
- 2S+1: 4
- Max |F|: 3.237 eV Å⁻¹
- Charge: +1
- Energy above the lowest of the compared OMol25 structures with the same formula, charge and spin: 28.2 kJ/mol